Entry 1:
22
Properties=species:S:1:pos:R:3:forces:R:3 method="wB97M-V/def2-TZVPD" charge=-1 homo_lumo_gap_ev="7.7 / 6.4" largest_force_ev_per_a=3.0 homo_energy_ev="-5.0 / -4.4" e_lumo_ha="0.0984 / 0.0708" de_lowest_kj_mol=349.4
C -1.7179 1.9916 1.7691 1.6 -2.0 -0.4
C -0.1331 -1.8009 -1.5955 -0.4 1.2 -1.2
C 2.2438 0.2499 -0.2263 -0.7 2.0 -0.4
C -0.6518 1.1746 0.8379 -0.1 1.2 -0.1
C -0.8180 -0.2379 0.3715 -1.3 -2.1 -0.4
C 0.0939 0.0731 1.5529 0.7 -0.1 -1.5
C -0.4034 -0.4504 -1.0649 0.6 0.5 1.4
N -0.4700 0.5883 -1.9777 -1.1 0.5 -0.5
O -1.6977 3.1947 1.5681 -0.5 1.1 -0.1
O 0.2322 -2.7606 -0.7816 0.5 -0.6 1.0
O -2.2566 1.2342 2.5961 -0.4 0.5 -0.1
O -0.2682 -2.0284 -2.7832 -0.2 0.0 -0.4
O 2.0550 -1.7491 1.2357 -0.5 0.7 0.7
S 1.8757 -0.2313 1.4086 0.1 -1.5 -1.4
H 2.6311 -0.4773 -0.9399 -0.1 0.0 0.6
H 2.2503 1.3430 -0.5176 -0.1 -1.4 0.5
H -0.0696 1.7633 0.0220 -0.9 -0.8 2.0
H -1.6664 -1.0210 0.7329 1.7 2.3 -0.9
H -0.3490 -0.2719 2.4773 0.3 0.3 0.3
H -0.7278 0.3201 -2.9247 0.4 -0.3 0.3
H -0.8980 1.5093 -1.7437 0.5 -1.5 0.3
H 0.7455 -2.4132 -0.0170 0.0 0.1 0.3

***

Entry 2:
22
Properties=species:S:1:pos:R:3:forces:R:3 method="wB97M-V/def2-TZVPD" charge=-1 homo_lumo_gap_ev=8.0 largest_force_ev_per_a=6.2 homo_energy_ev=-4.5 e_lumo_ha=0.1276 de_lowest_kj_mol=39.2
C -0.3989 -0.3177 -0.5192 -0.3 -0.7 -0.6
C -3.0306 1.1027 0.0941 -1.0 -0.1 -0.7
C 1.6440 2.2211 -0.3515 -1.7 -5.4 -2.3
C 0.8866 -0.1639 -0.0005 0.4 2.0 -0.8
C -1.0238 -2.3038 0.7098 1.8 -0.9 2.5
C -0.8897 -1.7548 -0.7012 -1.6 1.2 -1.1
C 2.0462 3.2548 0.2503 1.2 3.8 -0.2
N 1.8354 -1.1620 0.0727 -0.3 -1.1 -0.8
O -2.8230 0.9392 1.2147 0.7 -0.1 1.6
O 1.6413 -2.3367 -0.3897 0.0 1.4 0.4
O -1.1121 0.6644 -0.7760 0.2 0.1 -0.1
O -3.5520 1.2893 -0.9222 -0.5 0.4 -0.9
O 2.8989 -0.8950 0.5858 1.6 0.6 0.8
O 1.2435 1.1566 0.4045 -0.1 -1.7 1.2
H 1.5443 2.0000 -1.4194 0.2 0.6 0.2
H -1.7128 -3.1886 0.7870 0.6 0.8 0.0
H -1.3751 -1.4661 1.4171 0.0 -1.2 -1.2
H 0.0178 -2.5915 1.2242 -2.3 0.3 -1.4
H -1.9444 -1.7536 -1.1186 1.0 0.6 0.3
H -0.2644 -2.1320 -1.5409 -0.3 -0.8 1.3
H 2.3278 4.1272 -0.3001 0.1 0.3 -0.3
H 2.0411 3.3104 1.2791 0.1 0.0 2.1

***

Entry 3:
18
Properties=species:S:1:pos:R:3:forces:R:3 method="wB97M-V/def2-TZVPD" charge=0 homo_lumo_gap_ev=8.6 largest_force_ev_per_a=3.4 homo_energy_ev=-7.7 e_lumo_ha=0.0311 smiles=CP1Nc2ccccc2S1 de_lowest_kj_mol=0.0
C -2.9062 0.7186 -0.5207 0.2 2.8 0.0
P -1.4884 2.0028 -0.2849 -3.2 0.3 -1.0
N -0.2761 1.2818 -1.1874 2.5 0.4 -0.3
C 0.6085 0.4787 -0.3975 -0.7 -2.7 -0.7
C 1.5921 -0.3721 -0.9435 1.0 0.2 -0.8
C 2.3309 -1.3184 -0.1631 -2.0 2.2 -1.4
C 1.8683 -1.4524 1.1331 0.9 -1.9 0.3
C 0.7409 -0.8646 1.6477 -0.1 1.6 -1.2
C 0.1188 0.1470 0.8706 1.5 -0.7 1.2
S -1.0411 1.2349 1.5607 0.3 0.2 1.5
H -3.4869 0.9687 0.3785 -0.1 -0.6 -0.3
H -2.4747 -0.2462 -0.5386 0.2 -1.1 0.1
H -3.4974 0.9555 -1.4122 0.1 -0.2 0.1
H 0.2063 1.9303 -1.8263 -0.3 -0.5 0.5
H 1.8189 -0.2486 -2.0342 -0.1 -0.2 1.1
H 3.0940 -1.9003 -0.6771 -0.1 0.1 0.6
H 2.3592 -2.1843 1.7534 0.1 -0.2 0.2
H 0.4330 -1.1315 2.6414 -0.3 0.2 0.2

***

Entry 4:
17
Properties=species:S:1:pos:R:3:forces:R:3 method="wB97M-V/def2-TZVPD" charge=+1 homo_lumo_gap_ev=10.0 largest_force_ev_per_a=3.8 homo_energy_ev=-14.1 e_lumo_ha=-0.1495 de_lowest_kj_mol=87.5
C -0.9470 0.2465 -2.8848 2.8 -0.8 1.5
C -0.0396 0.0041 -2.1034 -0.7 0.8 -0.3
C -0.7806 -0.5510 2.1879 3.0 -1.3 -2.1
C 0.7910 -1.7706 0.7942 1.5 -2.3 -1.2
C -0.2918 0.1476 1.1078 -0.8 0.6 0.5
C -0.5381 1.5424 0.6962 -2.1 1.3 0.8
C 1.0610 -0.0968 -1.1161 1.4 -1.7 1.9
N 0.5376 -0.6000 0.2941 -0.4 1.0 -0.7
S 0.0584 -2.0932 2.2777 -0.3 0.5 -1.1
H -1.4767 0.3590 -3.7875 -0.8 0.1 -0.3
H -1.4354 -0.4331 2.9760 -1.3 1.2 1.2
H 1.4212 -2.4530 0.1412 -0.8 0.6 1.5
H -0.7758 2.2355 1.5953 0.1 -1.3 -1.8
H 0.1980 2.0092 0.0994 1.8 0.3 0.1
H -1.2687 1.5589 -0.1438 -0.6 0.0 1.1
H 1.6257 0.8478 -0.8045 -0.9 -1.2 -1.1
H 1.8608 -0.9534 -1.3295 -1.7 2.1 -0.1

***

Entry 5:
16
Properties=species:S:1:pos:R:3:forces:R:3 method="wB97M-V/def2-TZVPD" charge=0 homo_lumo_gap_ev=9.9 largest_force_ev_per_a=8.5 homo_energy_ev=-9.0 e_lumo_ha=0.0338 smiles="O=C[C@H]1[C@@H]2C=CC[C@H]12" de_lowest_kj_mol=506.9
O -3.2008 -0.0333 -0.4200 1.3 0.9 1.3
C -2.1716 0.0734 0.2012 0.9 -3.7 -0.6
C -0.7210 -0.2813 -0.3320 -2.2 -2.4 -3.7
C 0.0268 0.6800 0.3221 4.9 6.6 2.3
C 1.5310 1.2878 -0.0404 -1.5 -6.8 -0.8
C 2.4175 0.2220 -0.3134 -1.5 4.4 -0.2
C 1.7614 -1.0614 -0.0225 -0.5 -0.7 -2.9
C 0.4332 -0.6652 0.5554 -2.6 -4.4 3.5
H -1.9337 0.2407 1.3294 -1.8 0.3 -1.1
H -0.4808 -0.6602 -1.3250 -1.0 0.6 -0.3
H -0.7949 1.2314 0.9165 3.2 0.1 0.2
H 1.6238 2.2737 0.0489 0.9 3.9 -0.4
H 3.3174 0.4069 -0.9587 -0.6 -0.4 1.3
H 1.8327 -1.7161 -0.9744 -1.0 1.0 0.9
H 2.1922 -1.7606 0.6220 1.3 -0.5 1.6
H 0.1860 -1.2811 1.4783 0.1 1.2 -1.0

***

Entry 6:
16
Properties=species:S:1:pos:R:3:forces:R:3 method="wB97M-V/def2-TZVPD" charge=0 homo_lumo_gap_ev=8.9 largest_force_ev_per_a=6.2 homo_energy_ev=-8.7 e_lumo_ha=0.0110 de_lowest_kj_mol=579.1
C 2.2361 -1.0856 0.0600 -1.9 3.5 2.1
C 1.1127 -0.1617 0.0815 3.3 -3.2 -1.7
C 1.0047 1.3247 -0.0672 4.2 2.0 0.1
C -0.1850 1.8472 -0.1178 -3.3 -0.6 0.7
C -1.0679 0.7099 0.3816 0.3 -1.2 -4.1
C -1.7396 -1.1553 -0.0123 0.7 -2.0 0.1
C -0.2800 -0.4966 -0.4076 -2.6 0.3 5.6
H 3.2108 -0.9012 0.6553 -1.6 0.1 -1.5
H 2.1013 -2.1082 -0.2572 -0.4 -0.1 0.2
H 1.7650 2.1618 -0.2310 0.0 -2.1 0.4
H -0.4308 2.8705 -0.3131 -0.1 0.3 0.0
H -0.8949 0.6061 1.3982 -0.3 -0.3 2.2
H -1.9957 -1.7063 0.9518 1.3 0.9 -0.6
H -2.1421 -1.8528 -0.7379 -0.1 0.2 -0.7
H -0.3238 -0.1500 -1.3574 -0.6 0.4 -3.2
O -2.3708 0.0976 -0.0270 1.1 1.7 0.4